Record 1
The following is a DFT calculation (ωB97M-V/def2-TZVPD) of a molecular structure, C45H48GeIrN3O5S3Te.

Expectation value of S²: 6.019
Spin multiplicity: 5
Charge: -2
Relative energy (zero: lowest compared OMol25 entry of this formula, charge and spin) in kJ/mol: 58.1
HOMO (spin up / spin down) in hartree: -0.04586 / -0.05483
Calculated total energy in eV: -161306.836

Positions of all 107 atoms, in Å:
1 Ir 0.64 -0.73 1.55
2 S 0.27 -3.19 1.96
3 C -1.37 -3.23 2.57
4 C -1.82 -4.35 3.29
5 C -3.12 -4.44 3.77
6 C -4.00 -3.38 3.55
7 C -3.57 -2.26 2.86
8 C -2.25 -2.15 2.37
9 S -1.78 -0.70 1.53
10 H -1.12 -5.16 3.45
11 H -3.43 -5.32 4.33
12 H -5.02 -3.43 3.93
13 H -4.25 -1.43 2.69
14 C 3.55 0.86 0.44
15 N 3.76 -0.10 -0.65
16 C 4.15 0.53 -1.91
17 C 3.19 -1.33 -0.59
18 N 2.40 -1.69 0.36
19 N 3.56 -2.21 -1.63
20 C 2.66 -3.34 -1.83
21 C 4.96 -2.61 -1.59
22 H 4.48 1.38 0.64
23 H 3.26 0.34 1.35
24 H 2.76 1.57 0.17
25 H 3.46 1.34 -2.14
26 H 4.12 -0.20 -2.71
27 H 5.16 0.93 -1.82
28 H 2.18 -2.67 0.35
29 H 2.81 -4.14 -1.09
30 H 2.84 -3.76 -2.82
31 H 1.63 -3.00 -1.77
32 H 5.60 -1.74 -1.46
33 H 5.23 -3.11 -2.52
34 H 5.15 -3.31 -0.76
35 C -1.84 -2.13 7.34
36 C -1.31 -1.00 6.49
37 C -0.15 -0.32 6.84
38 C 0.38 0.66 6.02
39 C -0.28 1.00 4.84
40 C -1.46 0.36 4.49
41 C -1.97 -0.64 5.32
42 S 0.43 2.16 3.71
43 O 1.78 2.40 4.20
44 O -0.46 3.30 3.67
45 O 0.36 1.39 2.45
46 H -1.08 -2.91 7.47
47 H -2.71 -2.60 6.88
48 H -2.13 -1.79 8.34
49 H 0.38 -0.60 7.75
50 H 1.32 1.16 6.26
51 H -1.96 0.60 3.56
52 H -2.86 -1.18 5.01
53 Te 2.30 -1.56 3.73
54 C 4.08 -0.54 4.29
55 C 4.92 -1.17 5.22
56 C 6.11 -0.59 5.63
57 C 6.50 0.64 5.12
58 C 5.69 1.28 4.19
59 C 4.49 0.70 3.78
60 H 4.62 -2.14 5.62
61 H 6.73 -1.10 6.36
62 H 7.43 1.10 5.44
63 H 5.97 2.25 3.79
64 H 3.85 1.23 3.09
65 O 1.36 1.68 -1.78
66 C 0.81 0.56 -1.73
67 O 0.40 -0.03 -0.69
68 C 0.55 -0.14 -3.06
69 C 0.09 0.85 -4.13
70 Ge -1.76 1.44 -4.04
71 C -2.44 2.38 -2.49
72 C -1.72 2.55 -1.30
73 C -2.30 3.22 -0.22
74 C -3.58 3.73 -0.32
75 C -4.30 3.59 -1.50
76 C -3.73 2.92 -2.58
77 C -2.89 -0.09 -4.49
78 C -2.30 -1.27 -4.95
79 C -3.08 -2.37 -5.31
80 C -4.46 -2.30 -5.22
81 C -5.06 -1.14 -4.76
82 C -4.28 -0.04 -4.40
83 C -1.98 2.69 -5.53
84 C -1.39 3.96 -5.44
85 C -1.48 4.86 -6.49
86 C -2.15 4.51 -7.66
87 C -2.74 3.26 -7.76
88 C -2.65 2.36 -6.71
89 H -0.17 -0.95 -2.89
90 H 1.50 -0.60 -3.34
91 H 0.18 0.46 -5.15
92 H 0.72 1.74 -4.06
93 H -0.71 2.17 -1.19
94 H -1.74 3.31 0.71
95 H -4.03 4.23 0.53
96 H -5.30 3.99 -1.59
97 H -4.29 2.84 -3.50
98 H -1.22 -1.35 -5.02
99 H -2.60 -3.28 -5.66
100 H -5.07 -3.16 -5.49
101 H -6.14 -1.08 -4.68
102 H -4.78 0.85 -4.03
103 H -0.88 4.25 -4.53
104 H -1.02 5.84 -6.41
105 H -2.22 5.22 -8.48
106 H -3.27 2.99 -8.67
107 H -3.12 1.38 -6.80

Record 2
The following is a DFT calculation (ωB97M-V/def2-TZVPD) of a molecular structure, C45H48LuN4O7S3Se2 at a distorted geometry.

Charge: -1
Relative energy (zero: lowest compared OMol25 entry of this formula, charge and spin) in kJ/mol: 5.4
HOMO in hartree: -0.15622
Calculated total energy in eV: -264563.015

Positions of all 110 atoms, in Å:
1 Lu 1.67 -1.16 1.83
2 N 2.60 1.14 2.38
3 C 3.62 1.69 1.51
4 C 4.02 0.72 0.42
5 O 4.91 1.06 -0.38
6 N 3.39 -0.45 0.42
7 C 3.99 -1.47 -0.42
8 C 3.42 -2.85 -0.14
9 O 3.59 -3.78 -0.92
10 O 2.83 -2.94 1.04
11 H 1.76 1.74 2.49
12 H 2.94 0.95 3.30
13 H 4.53 1.98 2.02
14 H 3.25 2.62 1.10
15 H 5.05 -1.56 -0.23
16 H 3.88 -1.22 -1.48
17 C -3.20 -4.08 -5.71
18 C -2.33 -3.52 -4.59
19 C -2.58 -3.88 -3.30
20 C -1.90 -3.29 -2.23
21 C -0.91 -2.35 -2.51
22 C -0.56 -2.09 -3.82
23 C -1.30 -2.61 -4.84
24 S -0.10 -1.35 -1.21
25 O 0.22 -2.15 0.01
26 C -1.55 -0.42 -0.63
27 C -2.33 -0.88 0.41
28 C -3.32 -0.07 0.86
29 C -3.50 1.23 0.32
30 C -4.49 2.11 0.84
31 C -4.72 3.33 0.26
32 C -3.92 3.75 -0.86
33 C -2.93 2.96 -1.35
34 C -2.72 1.68 -0.79
35 C -1.74 0.79 -1.25
36 C -0.99 1.12 -2.49
37 C -1.72 0.96 -3.71
38 C -3.07 0.52 -3.75
39 C -3.68 0.34 -4.98
40 C -3.01 0.64 -6.18
41 C -1.73 1.09 -6.15
42 C -1.03 1.23 -4.95
43 C 0.30 1.67 -4.94
44 C 0.98 1.74 -3.78
45 C 0.33 1.46 -2.57
46 S 1.43 1.49 -1.14
47 O 0.63 1.12 0.10
48 C 1.67 3.29 -1.00
49 C 2.90 3.77 -1.38
50 C 3.15 5.13 -1.29
51 C 2.21 5.97 -0.74
52 C 2.47 7.42 -0.52
53 C 0.99 5.45 -0.28
54 C 0.71 4.12 -0.43
55 H -3.56 -5.06 -5.41
56 H -2.63 -4.18 -6.65
57 H -4.08 -3.43 -5.82
58 H -3.34 -4.60 -3.07
59 H -2.01 -3.68 -1.21
60 H 0.31 -1.43 -3.97
61 H -1.02 -2.39 -5.86
62 H -2.12 -1.85 0.86
63 H -3.96 -0.37 1.68
64 H -5.02 1.78 1.70
65 H -5.48 4.00 0.66
66 H -4.08 4.75 -1.26
67 H -2.25 3.30 -2.14
68 H -3.55 0.27 -2.83
69 H -4.68 -0.02 -5.01
70 H -3.51 0.58 -7.12
71 H -1.24 1.30 -7.06
72 H 0.77 1.99 -5.87
73 H 2.05 1.98 -3.75
74 H 3.68 3.13 -1.71
75 H 4.12 5.56 -1.58
76 H 3.53 7.63 -0.48
77 H 2.05 7.69 0.43
78 H 2.05 7.99 -1.37
79 H 0.31 6.08 0.26
80 H -0.25 3.74 -0.09
81 O -1.41 -1.90 7.13
82 C -0.54 -0.81 7.20
83 C 0.21 -0.52 5.89
84 C 0.88 0.92 6.04
85 O 2.29 1.04 6.01
86 C 1.17 -1.70 5.75
87 Se 2.66 -1.71 4.40
88 C -0.80 -0.48 4.74
89 Se -0.27 0.36 3.03
90 H -1.48 -2.17 6.24
91 H 0.15 -0.94 8.04
92 H -1.12 0.09 7.43
93 H 0.61 1.27 7.06
94 H 0.44 1.59 5.29
95 H 2.70 0.25 5.64
96 H 0.63 -2.62 5.54
97 H 1.74 -1.86 6.68
98 H -1.62 0.15 5.07
99 H -1.15 -1.51 4.49
100 C 1.81 -6.12 1.05
101 N 0.69 -5.27 1.42
102 C 0.64 -4.69 2.60
103 N 1.51 -5.15 3.58
104 S -0.46 -3.48 2.89
105 H 1.63 -6.38 0.00
106 H 1.86 -6.98 1.71
107 H 2.75 -5.56 1.02
108 H 0.25 -4.72 0.71
109 H 2.41 -5.52 3.27
110 H 1.61 -4.53 4.35